Record 1
ORCA calculation (the ωB97M-V functional and the def2-TZVPD basis) on a molecular structure, C44H36BiBrCl2N9O6.

- LUMO (eV) = -2.200
- net charge = +1
- strongest force on any atom (eV Å⁻¹) = 0.7
- energy above the lowest of the compared OMol25 structures with the same formula, charge and spin (eV) = 0.000

XYZ file:
```
99
C44H36BiBrCl2N9O6 the ωB97M-V functional and the def2-TZVPD basis
Bi 1.492 -0.634 -0.521
O -0.673 -2.045 -0.846
C -0.337 -3.460 -0.884
C 1.132 -3.605 -1.376
O 1.565 -4.713 -1.560
O 1.838 -2.502 -1.532
C -0.515 -4.007 0.525
C -1.805 -4.004 1.062
C -2.027 -4.420 2.365
C -0.958 -4.852 3.145
C 0.323 -4.856 2.615
C 0.548 -4.432 1.310
C -1.233 -4.172 -1.903
C -1.856 -3.460 -2.921
C -2.640 -4.116 -3.864
C -2.797 -5.491 -3.801
C -2.163 -6.208 -2.793
C -1.387 -5.555 -1.849
H -1.283 -1.926 -0.104
H -2.648 -3.702 0.445
H -3.035 -4.430 2.766
H -1.128 -5.194 4.158
H 1.157 -5.193 3.220
H 1.554 -4.436 0.908
H -1.721 -2.389 -2.986
H -3.125 -3.551 -4.651
H -3.407 -6.003 -4.535
H -2.274 -7.285 -2.742
H -0.886 -6.121 -1.073
C 1.773 5.013 2.000
N 1.915 3.562 1.864
C 1.655 2.799 0.803
N 1.749 1.524 1.134
C 2.090 1.570 2.457
N 2.194 2.788 2.936
C 0.360 5.409 2.379
C 0.112 6.070 3.572
C -1.188 6.409 3.929
C -2.248 6.079 3.108
C -2.006 5.415 1.906
C -0.705 5.090 1.544
C -3.140 5.070 1.047
N -4.376 5.377 1.224
N -5.080 4.821 0.165
C -4.216 4.225 -0.578
O -2.956 4.337 -0.084
C -4.480 3.485 -1.814
C -5.788 3.438 -2.285
C -6.071 2.741 -3.447
C -5.058 2.092 -4.135
C -3.748 2.135 -3.671
C -2.685 1.425 -4.492
N -1.396 1.315 -3.822
C -1.073 0.561 -2.771
N 0.167 0.830 -2.393
C 0.558 1.792 -3.284
N -0.363 2.120 -4.156
C -3.460 2.836 -2.509
H 2.067 5.463 1.054
H 2.474 5.322 2.768
H 1.403 3.183 -0.177
H 2.250 0.687 3.063
H 0.936 6.319 4.232
H -1.369 6.925 4.863
H -3.267 6.325 3.379
H -0.537 4.584 0.598
H -6.565 3.950 -1.731
H -7.087 2.698 -3.818
H -5.287 1.546 -5.046
H -2.500 1.970 -5.413
H -3.022 0.424 -4.755
H -1.739 -0.155 -2.307
H 1.535 2.251 -3.276
H -2.447 2.900 -2.127
Br 5.237 -4.117 5.303
C 5.490 -2.787 3.983
C 6.674 -2.067 3.953
C 6.850 -1.084 2.987
C 5.854 -0.830 2.057
C 4.675 -1.564 2.100
C 4.485 -2.546 3.067
C 3.580 -1.291 1.131
O 3.753 -0.485 0.162
O 2.449 -1.837 1.293
H 7.451 -2.272 4.677
H 7.772 -0.516 2.966
H 5.973 -0.066 1.300
H 3.559 -3.105 3.091
Cl 0.709 -1.999 4.179
C -0.881 -1.490 3.645
Cl -0.857 -0.615 2.076
H -1.275 -0.796 4.371
H -1.511 -2.359 3.515
C 5.247 -0.013 -3.641
C 3.979 -0.023 -2.921
N 2.993 -0.061 -2.346
H 5.292 0.857 -4.295
H 5.337 -0.919 -4.239
H 6.068 0.028 -2.927
```

Record 2
ORCA calculation (the ωB97M-V functional and the def2-TZVPD basis) on a molecular structure, C44H36Cl3NO2P3Rh.

- LUMO (alpha / beta) (eV) = -8.164 / -8.170
- net charge = +2
- strongest force on any atom (eV Å⁻¹) = 2.9
- energy above the lowest of the compared OMol25 structures with the same formula, charge and spin (eV) = 2.409

XYZ file:
```
90
C44H36Cl3NO2P3Rh the ωB97M-V functional and the def2-TZVPD basis
Rh -0.130 -0.791 0.225
N 1.377 0.025 -2.173
P 2.040 -0.104 -0.601
C 3.522 -1.123 -0.665
C 3.602 -2.307 0.065
C 4.769 -3.055 0.016
C 5.834 -2.624 -0.761
C 5.749 -1.437 -1.481
C 4.599 -0.671 -1.430
C 2.637 1.550 -0.206
C 2.521 2.628 -1.077
C 3.010 3.868 -0.692
C 3.579 4.038 0.563
C 3.678 2.963 1.440
C 3.210 1.719 1.058
P -0.193 -0.666 -2.195
C -0.089 -2.161 -3.193
C -0.497 -3.389 -2.681
C -0.381 -4.526 -3.469
C 0.135 -4.429 -4.753
C 0.541 -3.199 -5.259
C 0.430 -2.058 -4.485
C -1.224 0.502 -3.093
C -1.136 1.866 -2.805
C -1.961 2.761 -3.462
C -2.880 2.298 -4.397
C -2.988 0.940 -4.662
C -2.177 0.032 -3.999
H 1.973 -0.079 -2.989
H 2.762 -2.636 0.663
H 4.848 -3.972 0.584
H 6.741 -3.212 -0.808
H 6.589 -1.101 -2.073
H 4.543 0.272 -1.961
H 2.064 2.497 -2.050
H 2.946 4.704 -1.376
H 3.950 5.010 0.860
H 4.119 3.101 2.418
H 3.295 0.870 1.729
H -0.907 -3.453 -1.680
H -0.694 -5.485 -3.080
H 0.218 -5.316 -5.368
H 0.937 -3.128 -6.263
H 0.723 -1.097 -4.895
H -0.416 2.224 -2.076
H -1.889 3.817 -3.240
H -3.520 2.995 -4.922
H -3.704 0.581 -5.389
H -2.273 -1.027 -4.197
Cl -1.747 -3.241 3.558
C -0.760 -4.166 2.390
Cl -1.705 -5.471 1.698
Cl 0.671 -4.784 3.195
C -0.394 -3.117 1.309
O -1.270 -2.784 0.478
O 0.737 -2.560 1.371
C -1.389 5.005 1.295
C -2.489 4.338 1.818
C -2.476 2.960 1.949
C -1.341 2.250 1.556
C -0.246 2.913 1.006
C -0.272 4.292 0.880
P -1.278 0.463 1.836
C -2.975 -0.088 1.645
C -3.492 0.094 0.353
C -4.797 -0.268 0.080
C -5.589 -0.806 1.088
C -5.071 -0.993 2.364
C -3.759 -0.651 2.647
C -0.615 0.231 3.501
C -1.306 0.693 4.620
C -0.743 0.534 5.875
C 0.503 -0.064 6.018
C 1.195 -0.508 4.901
C 0.641 -0.358 3.641
H -1.401 6.084 1.220
H -3.368 4.894 2.116
H -3.331 2.438 2.358
H 0.617 2.343 0.690
H 0.582 4.807 0.460
H -2.874 0.535 -0.424
H -5.199 -0.125 -0.914
H -6.613 -1.078 0.873
H -5.694 -1.410 3.144
H -3.360 -0.813 3.639
H -2.265 1.184 4.516
H -1.276 0.884 6.749
H 0.930 -0.182 7.004
H 2.164 -0.977 5.014
H 1.175 -0.714 2.769
```

Record 3
ORCA calculation (the ωB97M-V functional and the def2-TZVPD basis) on a molecular structure, C44H36F3LiN5P2S2.

- LUMO (eV) = 1.690
- net charge = -1
- strongest force on any atom (eV Å⁻¹) = 0.4
- energy above the lowest of the compared OMol25 structures with the same formula, charge and spin (eV) = 0.000

XYZ file:
```
93
C44H36F3LiN5P2S2 the ωB97M-V functional and the def2-TZVPD basis
Li -1.091 -1.927 -0.700
N 1.569 2.716 8.001
C 1.238 2.140 7.063
C 0.821 1.419 5.891
C 1.416 1.685 4.659
C 1.011 0.981 3.539
C 0.010 0.016 3.625
C -0.577 -0.239 4.862
C -0.176 0.453 5.992
C -0.408 -0.718 2.391
C 0.538 -1.624 1.862
C 1.756 -2.018 2.478
C 2.303 -2.998 1.673
C 1.405 -3.156 0.594
N 0.351 -2.352 0.694
C -1.672 -0.438 1.909
C -2.671 0.392 2.532
C -3.781 0.325 1.741
C -3.423 -0.521 0.642
N -2.195 -0.968 0.731
H 2.190 2.436 4.587
H 1.475 1.167 2.581
H -1.361 -0.983 4.933
H -0.632 0.251 6.952
H 2.165 -1.628 3.397
H 3.232 -3.526 1.818
H 1.504 -3.818 -0.256
H -2.551 0.963 3.439
H -4.729 0.817 1.889
H -4.043 -0.789 -0.204
N 0.527 0.775 -1.526
P 1.378 -0.660 -1.940
C 2.121 -0.172 -3.550
C 1.724 -0.877 -4.683
C 2.193 -0.503 -5.939
C 3.055 0.574 -6.068
C 3.458 1.282 -4.940
C 2.995 0.906 -3.690
C 2.853 -0.470 -0.871
C 2.897 0.391 0.217
C 4.015 0.436 1.042
C 5.102 -0.384 0.790
C 5.067 -1.253 -0.294
C 3.952 -1.296 -1.113
P -1.158 0.826 -1.872
C -1.156 1.759 -3.454
C -0.652 3.054 -3.572
C -0.598 3.679 -4.808
C -1.057 3.013 -5.939
C -1.567 1.729 -5.830
C -1.617 1.100 -4.591
C -1.665 2.157 -0.719
C -2.892 2.793 -0.916
C -3.353 3.739 -0.015
C -2.599 4.060 1.108
C -1.386 3.425 1.320
C -0.924 2.480 0.413
H 1.021 1.635 -1.760
H 1.022 -1.696 -4.578
H 1.873 -1.052 -6.816
H 3.414 0.867 -7.047
H 4.133 2.123 -5.040
H 3.326 1.449 -2.810
H 2.044 1.027 0.417
H 4.033 1.113 1.889
H 5.970 -0.351 1.437
H 5.910 -1.902 -0.498
H 3.934 -1.983 -1.953
H -0.310 3.582 -2.687
H -0.202 4.683 -4.892
H -1.015 3.500 -6.906
H -1.919 1.207 -6.711
H -1.980 0.083 -4.501
H -3.491 2.548 -1.787
H -4.306 4.224 -0.186
H -2.962 4.794 1.816
H -0.798 3.654 2.201
H 0.014 1.969 0.593
S -3.425 -4.584 0.258
C -3.066 -4.164 1.802
N -1.920 -3.640 2.234
C -1.710 -3.556 3.660
C -3.100 -3.346 4.248
S -4.189 -4.317 3.165
H -1.168 -3.504 1.563
H -1.034 -2.731 3.884
H -1.265 -4.481 4.045
H -3.396 -2.296 4.194
H -3.170 -3.697 5.276
F -1.048 -4.041 -3.013
C -1.577 -2.808 -2.642
F -2.919 -2.942 -2.994
F -1.113 -1.991 -3.735
```

Record 4
ORCA calculation (the ωB97M-V functional and the def2-TZVPD basis) on a molecular structure, C44H36N4O4P2ReS2Se2.

- LUMO (alpha / beta) (eV) = -7.897 / -7.628
- spin multiplicity = 2
- net charge = +2
- ⟨S²⟩ = 0.762
- strongest force on any atom (eV Å⁻¹) = 0.4
- energy above the lowest of the compared OMol25 structures with the same formula, charge and spin (eV) = 0.000

XYZ file:
```
95
C44H36N4O4P2ReS2Se2 the ωB97M-V functional and the def2-TZVPD basis
Re -0.705 -0.905 -2.601
Se 2.922 0.566 2.625
P 1.576 -1.026 2.867
C 2.303 -2.635 3.202
C 2.796 -2.859 4.486
C 3.424 -4.056 4.783
C 3.563 -5.029 3.801
C 3.075 -4.807 2.521
C 2.446 -3.608 2.219
C 0.296 -0.781 4.116
C -0.538 -1.843 4.471
C -1.521 -1.650 5.428
C -1.670 -0.406 6.032
C -0.836 0.647 5.684
C 0.151 0.461 4.725
C 0.652 -1.246 1.317
C 0.849 -0.699 0.068
N -0.195 -1.168 -0.688
N -0.966 -1.962 0.072
N -0.462 -2.028 1.255
P 2.106 0.276 -0.742
Se 1.512 -0.072 -2.905
C 3.759 -0.357 -0.577
C 4.825 0.503 -0.329
C 6.101 -0.022 -0.220
C 6.304 -1.391 -0.336
C 5.235 -2.246 -0.578
C 3.959 -1.729 -0.713
C 1.943 2.044 -0.541
C 1.205 2.606 0.496
C 1.097 3.985 0.585
C 1.731 4.794 -0.348
C 2.471 4.233 -1.382
C 2.573 2.857 -1.488
H 2.690 -2.100 5.253
H 3.804 -4.232 5.779
H 4.051 -5.965 4.036
H 3.181 -5.571 1.763
H 2.061 -3.441 1.220
H -0.415 -2.815 4.010
H -2.161 -2.473 5.715
H -2.430 -0.263 6.789
H -0.940 1.607 6.172
H 0.826 1.267 4.462
H 4.661 1.565 -0.197
H 6.937 0.636 -0.028
H 7.302 -1.796 -0.236
H 5.401 -3.311 -0.665
H 3.123 -2.392 -0.912
H 0.759 1.971 1.248
H 0.535 4.429 1.396
H 1.660 5.870 -0.261
H 2.972 4.867 -2.101
H 3.152 2.424 -2.296
N -0.041 -2.982 -2.992
C -1.277 -2.725 -3.641
C -2.431 -2.734 -2.833
C -3.520 -1.965 -3.259
C -3.430 -1.177 -4.400
C -2.292 -1.217 -5.215
C -1.190 -1.973 -4.842
S -4.646 0.120 -4.728
O -5.159 -0.168 -6.030
O -3.704 1.247 -4.661
O -5.531 0.033 -3.589
H -0.089 -3.640 -2.218
H 0.746 -3.170 -3.604
H -2.472 -3.326 -1.926
H -4.435 -1.929 -2.681
H -2.271 -0.610 -6.113
H -0.300 -2.026 -5.458
O -1.696 0.678 -2.604
S -3.103 1.258 -2.044
C -2.853 2.967 -2.325
C -1.620 3.592 -2.175
C -1.551 4.949 -2.437
C -2.688 5.648 -2.828
C -3.904 4.998 -2.987
C -3.992 3.635 -2.755
C -2.964 0.955 -0.319
C -3.856 -0.004 0.157
C -3.795 -0.375 1.492
C -2.853 0.208 2.325
C -1.984 1.187 1.842
C -2.039 1.575 0.518
H -0.732 3.038 -1.896
H -0.604 5.463 -2.344
H -2.619 6.708 -3.034
H -4.776 5.543 -3.319
H -4.916 3.095 -2.932
H -4.603 -0.424 -0.506
H -4.486 -1.110 1.879
H -2.794 -0.084 3.366
H -1.281 1.652 2.520
H -1.399 2.360 0.142
```

Record 5
ORCA calculation (the ωB97M-V functional and the def2-TZVPD basis) on a molecular structure, C44H37BCrN6O3PSSe.

- LUMO (alpha / beta) (eV) = 4.020 / 4.020
- spin multiplicity = 4
- net charge = -2
- ⟨S²⟩ = 3.878
- strongest force on any atom (eV Å⁻¹) = 0.9
- energy above the lowest of the compared OMol25 structures with the same formula, charge and spin (eV) = 0.176

XYZ file:
```
95
C44H37BCrN6O3PSSe the ωB97M-V functional and the def2-TZVPD basis
Cr 0.332 0.076 0.474
C 2.500 3.819 1.215
C 2.980 3.595 2.514
C 2.714 2.386 3.129
C 1.978 1.403 2.457
C 1.484 1.608 1.160
C 1.767 2.849 0.561
C 1.686 0.088 3.042
C 2.052 -0.272 4.372
C 1.731 -1.489 4.859
C 1.083 -2.430 4.024
C 0.734 -3.731 4.456
C 0.179 -4.622 3.586
C -0.026 -4.251 2.236
C 0.282 -2.995 1.799
C 0.805 -2.036 2.701
N 1.064 -0.766 2.257
H 2.704 4.768 0.726
H 3.555 4.356 3.030
H 3.090 2.216 4.134
H 1.411 3.046 -0.445
H 2.580 0.445 4.986
H 1.986 -1.767 5.877
H 0.917 -4.005 5.490
H -0.104 -5.611 3.928
H -0.445 -4.964 1.536
H 0.126 -2.711 0.766
N -1.026 8.537 1.335
C -1.315 7.167 1.539
C -0.365 6.328 2.112
C -0.658 4.994 2.346
C -1.905 4.491 2.004
C -2.861 5.318 1.435
C -2.570 6.657 1.212
S -2.227 2.764 2.269
O -3.637 2.558 2.041
O -1.701 2.481 3.583
N -1.263 2.019 1.238
C -1.483 2.104 -0.078
N -2.358 2.966 -0.666
C -2.460 2.924 -1.979
C -1.715 2.081 -2.793
C -0.816 1.261 -2.136
N -0.699 1.255 -0.828
H -0.041 8.723 1.238
H -1.547 8.944 0.574
H 0.615 6.721 2.367
H 0.081 4.330 2.782
H -3.819 4.890 1.167
H -3.312 7.314 0.768
H -3.177 3.619 -2.413
H -1.813 2.069 -3.869
H -0.147 0.589 -2.651
O -0.710 -1.855 -1.463
P -1.140 -2.720 -2.575
C -0.826 -1.968 -4.186
C -1.772 -1.835 -5.192
C -1.431 -1.206 -6.386
C -0.148 -0.710 -6.565
C 0.800 -0.840 -5.556
C 0.469 -1.473 -4.366
C -2.906 -3.107 -2.490
C -3.723 -1.983 -2.312
C -5.060 -2.133 -1.981
C -5.592 -3.406 -1.818
C -4.792 -4.522 -1.992
C -3.448 -4.375 -2.318
C -0.194 -4.253 -2.609
C 0.842 -4.351 -1.687
C 1.605 -5.515 -1.639
C 1.342 -6.559 -2.512
C 0.326 -6.446 -3.456
C -0.440 -5.290 -3.508
H -2.779 -2.204 -5.037
H -2.172 -1.094 -7.169
H 0.110 -0.202 -7.487
H 1.795 -0.431 -5.684
H 1.188 -1.527 -3.542
H -3.290 -0.990 -2.384
H -5.671 -1.258 -1.801
H -6.626 -3.522 -1.514
H -5.202 -5.513 -1.836
H -2.823 -5.253 -2.417
H 1.062 -3.495 -1.042
H 2.409 -5.596 -0.917
H 1.938 -7.464 -2.469
H 0.136 -7.256 -4.152
H -1.224 -5.185 -4.251
B -3.672 -2.329 1.607
C -2.440 -1.397 1.233
N -1.497 -0.787 0.974
H -4.709 -1.752 1.310
H -3.546 -3.367 0.966
H -3.620 -2.552 2.806
Se 2.212 -0.558 -0.751
```